{"formula": "C40H35As2MnN2S", "method": "ωB97M-V/def2-TZVPD", "species": ["Mn", "C", "C", "As", "C", "C", "C", "C", "C", "C", "C", "C", "C", "C", "C", "C", "As", "C", "C", "C", "C", "C", "C", "C", "C", "C", "C", "C", "C", "H", "H", "H", "H", "H", "H", "H", "H", "H", "H", "H", "H", "H", "H", "H", "H", "H", "H", "H", "H", "H", "H", "H", "H", "N", "C", "N", "C", "C", "C", "C", "C", "C", "S", "H", "H", "H", "H", "H", "H", "C", "C", "C", "C", "C", "C", "C", "H", "H", "H", "H", "H"], "coordinates": [[0.239579, 1.450654, 1.168905], [1.542861, -0.828465, -1.625980], [0.876775, -2.061417, -1.013451], [-1.091306, -2.093834, -1.045254], [-1.567085, -2.061150, -2.925525], [-1.000136, -3.069780, -3.713806], [-1.289809, -3.092924, -5.071844], [-2.145703, -2.142044, -5.621232], [-2.714199, -1.157374, -4.819149], [-2.429134, -1.113126, -3.459778], [-1.555064, -3.848725, -0.548297], [-2.866125, -4.262274, -0.916410], [-3.232484, -5.575157, -0.753276], [-2.325409, -6.474297, -0.176307], [-1.029064, -6.063195, 0.205530], [-0.655747, -4.752376, 0.063338], [1.525932, 0.961575, -0.788827], [2.899611, 1.868967, -1.729647], [2.631109, 3.112461, -2.325697], [3.595668, 3.670836, -3.138061], [4.827865, 3.028261, -3.307619], [5.104678, 1.815040, -2.664960], [4.153159, 1.238932, -1.854760], [-0.126164, 1.877993, -1.267574], [-0.611324, 2.922626, -0.445973], [-1.737249, 3.651121, -0.810624], [-2.371346, 3.359277, -2.008179], [-1.876745, 2.353519, -2.841520], [-0.780432, 1.594329, -2.466882], [1.174063, -0.668554, -2.638476], [2.610662, -1.013251, -1.703309], [1.210223, -2.233943, 0.007929], [1.177720, -2.914903, -1.617283], [-0.364055, -3.838221, -3.293067], [-0.854564, -3.864641, -5.692814], [-2.385607, -2.181739, -6.675223], [-3.391829, -0.430019, -5.247838], [-2.902704, -0.367227, -2.831848], [-3.564738, -3.555014, -1.344521], [-4.215392, -5.910310, -1.056973], [-2.632736, -7.497143, 0.005577], [-0.330642, -6.786981, 0.606272], [0.333708, -4.440089, 0.371791], [1.685307, 3.615392, -2.189713], [3.396976, 4.608502, -3.641080], [5.584965, 3.484528, -3.935382], [6.065904, 1.335304, -2.799335], [4.374430, 0.312165, -1.343095], [-0.035323, 3.322368, 0.406724], [-2.100458, 4.451312, -0.176968], [-3.241473, 3.932227, -2.307016], [-2.342023, 2.173864, -3.804037], [-0.399553, 0.837173, -3.137314], [3.657962, 1.632788, 2.289308], [2.663873, 2.296284, 2.887221], [1.374532, 2.131730, 2.603458], [0.553046, 2.940811, 3.429989], [-0.833916, 2.958557, 3.420287], [-1.489946, 3.858707, 4.247390], [-0.766297, 4.703879, 5.085024], [0.618373, 4.663820, 5.118016], [1.261071, 3.769096, 4.277391], [2.978120, 3.469490, 4.100887], [3.467924, 0.818058, 1.742199], [4.612914, 1.786123, 2.570792], [-1.410368, 2.262491, 2.811700], [-2.571239, 3.886831, 4.263449], [-1.292241, 5.396682, 5.728266], [1.176547, 5.311482, 5.782280], [-0.219740, -0.019210, 1.935739], [-0.477391, -0.886644, 2.956802], [-1.780630, -1.418115, 3.193697], [-2.031516, -2.075373, 4.366133], [-1.008994, -2.229575, 5.314547], [0.287786, -1.750906, 5.085361], [0.568047, -1.091475, 3.918498], [-2.561639, -1.274437, 2.457375], [-3.018087, -2.470279, 4.567187], [-1.226975, -2.735632, 6.248779], [1.063077, -1.903452, 5.825281], [1.560136, -0.711986, 3.712799]], "atomic_forces_ev_per_a": [[-0.334, -1.746, 1.658], [-0.530, 0.334, -0.222], [0.529, 1.208, 0.626], [0.976, -1.937, -0.701], [-0.634, 0.635, -0.110], [-0.080, -0.546, 0.133], [0.055, 0.265, 0.109], [0.050, -0.066, 0.065], [0.044, 0.072, 0.146], [-0.307, 0.094, -0.075], [0.157, 1.334, -0.222], [-0.537, -0.385, -0.120], [-0.081, 0.086, -0.165], [-0.219, 0.131, -0.043], [0.403, 0.253, -0.026], [0.229, -0.432, 0.572], [-0.473, -0.292, 0.826], [0.466, 0.227, -0.126], [0.076, -0.816, 0.146], [0.705, -0.028, -0.105], [-0.192, -0.048, 0.108], [0.208, 0.603, -0.296], [-0.840, 0.285, -0.005], [0.227, -0.015, -0.211], [0.508, -0.297, -0.174], [-0.238, -0.024, -0.014], [-0.020, -0.035, -0.043], [-0.143, -0.002, -0.006], [-0.317, 0.192, 0.175], [0.146, -0.084, -0.197], [0.132, -0.198, -0.091], [-0.071, 0.001, 0.127], [-0.309, -0.276, -0.122], [0.010, -0.010, -0.010], [0.034, -0.011, 0.010], [-0.015, -0.016, -0.023], [0.016, -0.019, 0.000], [0.053, -0.035, -0.061], [-0.038, 0.048, 0.009], [-0.003, -0.016, 0.036], [0.009, -0.052, -0.019], [-0.026, -0.008, -0.002], [-0.043, 0.011, 0.019], [-0.121, -0.022, -0.025], [0.068, -0.004, 0.037], [-0.080, -0.067, 0.009], [-0.014, 0.061, 0.011], [0.006, -0.122, 0.014], [0.096, 0.191, -0.097], [0.055, -0.010, -0.046], [0.078, -0.015, -0.015], [-0.030, 0.055, 0.048], [0.056, -0.015, -0.072], [-0.036, 0.170, 0.171], [-0.078, -0.005, -0.020], [-0.829, 0.022, -0.252], [0.406, -0.218, -0.231], [0.014, -0.011, -0.120], [-0.063, -0.067, -0.059], [-0.027, 0.060, 0.044], [0.106, 0.069, 0.074], [0.231, 0.185, 0.152], [0.117, 0.199, 0.188], [-0.123, -0.151, -0.190], [0.041, 0.029, 0.015], [-0.113, -0.136, -0.086], [0.020, 0.018, -0.016], [0.010, -0.030, -0.001], [-0.030, -0.013, -0.013], [0.698, 1.939, -1.846], [0.131, -0.637, 0.910], [0.381, 0.239, -0.275], [0.068, -0.211, 0.319], [0.043, 0.047, -0.066], [-0.172, -0.240, 0.189], [-0.408, 0.104, -0.390], [-0.013, 0.090, 0.027], [0.006, 0.012, 0.053], [0.006, 0.024, -0.051], [-0.058, -0.004, 0.009], [-0.026, 0.079, 0.025]], "spin_multiplicity": 1, "total_charge": 4, "homo_lumo_gap_ev": [2.37, 2.38]}

{"formula": "C5H12O2", "method": "ωB97M-V/def2-TZVPD", "species": ["C", "C", "C", "C", "C", "H", "H", "H", "H", "H", "H", "H", "H", "H", "H", "H", "H", "O", "O"], "coordinates": [[-0.880590, 0.382977, 1.957290], [0.151586, -0.626860, 1.581021], [0.581653, -0.410594, 0.069764], [-0.501827, -1.137408, -0.848403], [0.967511, 0.920723, -0.266078], [-1.871879, 0.522129, 1.455434], [-1.169000, 0.162468, 3.201707], [-0.258153, 1.668451, 1.903961], [0.765635, -0.693252, 2.140271], [-0.041268, -1.647779, 1.897537], [1.373776, -1.254512, -0.049605], [-0.972140, -1.901799, -0.809179], [-0.072443, -0.852251, -1.767804], [-2.437098, -0.821109, -0.675693], [-0.129514, 1.735016, -0.415384], [1.792416, 1.351268, 0.266234], [1.704006, 1.947243, -1.654943], [-1.603048, -0.199046, -0.944935], [1.528757, 0.825433, -1.611828]], "atomic_forces_ev_per_a": [[-0.120, 3.503, 4.557], [-13.143, 1.308, -12.983], [-1.088, -7.892, 3.359], [5.420, 14.230, -1.216], [-2.475, 2.842, -3.551], [1.353, -0.483, 0.088], [0.798, 1.025, -3.485], [-2.125, -4.029, 0.406], [15.075, 1.166, 12.318], [-1.923, -1.079, -1.402], [-0.124, 2.033, 0.015], [-3.782, -10.691, 1.468], [0.876, -1.393, -1.732], [2.696, 2.907, -1.006], [3.434, -2.485, 1.021], [-0.299, 0.261, 1.385], [-0.374, -5.023, -0.928], [-4.750, -2.158, 1.434], [0.551, 5.959, 0.253]], "spin_multiplicity": 1, "total_charge": 0, "homo_lumo_gap_ev": 9.98}

{"formula": "C22H29FeN9O2S3Sb", "method": "ωB97M-V/def2-TZVPD", "species": ["Fe", "C", "N", "C", "C", "N", "C", "C", "C", "C", "C", "C", "N", "C", "N", "C", "C", "C", "C", "C", "C", "N", "H", "H", "H", "H", "H", "H", "H", "H", "H", "H", "H", "H", "H", "H", "H", "N", "C", "C", "C", "C", "N", "C", "N", "N", "C", "O", "O", "H", "H", "H", "H", "H", "H", "H", "H", "H", "H", "H", "H", "H", "H", "S", "Sb", "S", "S"], "coordinates": [[-0.061981, -1.404322, -0.491091], [-2.803923, -1.697026, 0.432631], [-1.629595, -2.552788, 0.198985], [-1.828459, -3.692453, -0.716534], [-1.341559, -3.300986, -2.073615], [-0.493208, -2.322547, -2.226955], [-0.281022, -2.201414, -3.595282], [0.485580, -1.294520, -4.322589], [0.487775, -1.421688, -5.695928], [-0.252561, -2.423344, -6.343354], [-1.025938, -3.321274, -5.636164], [-1.026952, -3.183145, -4.253237], [-1.699793, -3.868079, -3.250558], [-2.667473, -0.448163, -0.377684], [-1.542637, -0.128437, -0.957302], [-1.761306, 1.098392, -1.577758], [-0.910472, 1.888307, -2.347488], [-1.422463, 3.067468, -2.848088], [-2.748190, 3.458561, -2.598698], [-3.602074, 2.682420, -1.841348], [-3.078182, 1.496792, -1.338167], [-3.631795, 0.486951, -0.560708], [-3.737472, -2.214927, 0.193646], [-2.834631, -1.429136, 1.490004], [-1.255336, -2.881364, 1.083065], [-1.228879, -4.527219, -0.350304], [-2.873405, -4.013415, -0.749325], [1.061368, -0.529714, -3.822573], [1.076607, -0.737408, -6.291693], [-0.218300, -2.490370, -7.422286], [-1.601495, -4.088763, -6.135982], [-2.314461, -4.653969, -3.369327], [0.110438, 1.582938, -2.528460], [-0.792826, 3.707404, -3.451438], [-3.109673, 4.389398, -3.014239], [-4.624690, 2.982635, -1.656461], [-4.583324, 0.428919, -0.242324], [0.142057, 1.896060, 0.795933], [0.736493, 1.492985, 2.056594], [0.060990, 2.199399, 3.257608], [0.580924, 2.050683, 4.698675], [2.052552, 2.384494, 4.923399], [2.858214, 1.245709, 4.490510], [4.157862, 1.242207, 4.349795], [4.762267, 0.139273, 3.878039], [4.904455, 2.311385, 4.671212], [0.729540, -0.031242, 2.202791], [1.455065, -0.486212, 3.119984], [0.027834, -0.743144, 1.443368], [0.274822, 2.886405, 0.628857], [-0.854370, 1.711180, 0.789997], [1.791438, 1.777259, 2.014601], [-0.993018, 1.904039, 3.263561], [0.070693, 3.263204, 2.998182], [0.407814, 1.044363, 5.084854], [-0.015503, 2.726580, 5.313328], [2.234774, 2.556591, 5.987784], [2.320601, 3.297303, 4.378142], [2.310316, 0.418484, 4.111263], [4.187536, -0.604915, 3.510593], [5.727545, 0.159386, 3.601833], [4.485162, 3.080600, 5.162807], [5.906473, 2.244516, 4.692250], [1.319384, -3.385387, 0.167006], [3.024977, -1.874008, 0.234596], [1.862316, -0.073873, -1.029764], [3.233073, -1.277062, -2.109163]], "atomic_forces_ev_per_a": [[0.122, -0.529, -0.221], [-0.008, -0.001, -0.006], [-0.013, 0.051, -0.031], [0.005, 0.011, -0.003], [-0.016, -0.011, -0.001], [-0.004, 0.117, 0.043], [0.011, -0.014, 0.004], [0.002, 0.004, -0.004], [-0.002, -0.002, 0.002], [0.000, -0.001, -0.001], [-0.003, -0.002, 0.001], [0.007, 0.002, -0.002], [0.008, 0.000, -0.003], [0.015, -0.039, -0.047], [0.004, 0.259, 0.336], [-0.010, -0.085, -0.129], [-0.003, 0.005, 0.033], [0.001, -0.013, -0.003], [-0.003, 0.004, 0.002], [-0.003, 0.002, -0.004], [0.006, 0.003, -0.020], [-0.035, -0.017, -0.042], [-0.010, 0.006, 0.024], [0.019, -0.004, 0.002], [0.011, 0.012, -0.003], [0.007, 0.002, -0.007], [0.001, -0.008, 0.009], [-0.004, 0.001, 0.001], [0.000, 0.000, 0.000], [0.001, 0.001, 0.000], [0.000, 0.000, 0.000], [-0.001, 0.002, 0.001], [-0.004, 0.014, 0.000], [0.002, -0.001, 0.002], [0.000, 0.001, -0.001], [-0.001, 0.000, 0.003], [0.004, 0.004, 0.005], [0.046, -0.002, -0.036], [-0.058, 0.078, 0.062], [0.036, 0.045, 0.056], [-0.022, -0.017, -0.160], [0.016, -0.088, 0.054], [-0.140, -0.129, -0.039], [-0.033, -0.049, 0.022], [-0.021, -0.040, -0.025], [0.001, 0.022, 0.002], [0.252, -0.023, 0.129], [-0.019, -0.355, 0.090], [-0.224, 0.222, 0.116], [-0.020, -0.001, 0.007], [0.021, -0.036, -0.014], [0.050, 0.026, 0.037], [-0.012, -0.001, -0.040], [-0.016, 0.022, 0.086], [-0.081, -0.022, -0.053], [0.032, -0.015, 0.051], [-0.057, 0.075, 0.013], [0.081, -0.087, -0.052], [0.090, 0.409, -0.312], [-0.006, 0.044, -0.016], [-0.006, 0.004, 0.007], [0.006, -0.003, -0.012], [-0.004, 0.002, -0.003], [-0.077, 0.039, -0.002], [0.105, 0.119, 0.029], [-0.013, -0.014, 0.061], [-0.027, 0.003, 0.002]], "spin_multiplicity": 1, "total_charge": 1, "homo_lumo_gap_ev": [7.82, 7.81]}

| no. | E (Eh) |
| --- | --- |
| 1 | -7673.80211 |
| 2 | -347.85731 |
| 3 | -4197.58456 |